DFT (the ωB97M-V functional and the def2-TZVPD basis) results for C6H10NO2 as an isolated structure.

Calculated values
Gap between HOMO and LUMO, eV: 11.009
LUMO level, eV: -3.109
HOMO energy, eV: -14.1
Net charge: +1

CARTESIAN COORDINATES (ANGSTROEM)
C -0.259 -1.294 -0.370
C 0.280 1.728 -0.410
C 1.091 -0.509 -1.557
C 1.380 0.653 -0.534
C 0.493 0.558 0.662
C -1.364 -0.754 1.724
N -0.260 -0.600 0.717
O -0.936 -2.290 -0.791
O 0.603 -0.255 -2.713
H 0.549 2.818 -0.125
H -0.595 1.537 -0.950
H 1.813 -1.313 -1.467
H 2.423 0.958 -0.737
H 0.871 0.900 1.572
H -0.880 -0.709 2.690
H -1.793 -1.675 1.500
H -2.063 0.034 1.593
H -0.615 -2.644 -1.568
H 0.299 0.663 -2.855

=====

DFT (the ωB97M-V functional and the def2-TZVPD basis) results for a 2-piece molecular cluster, C6H10NO2 overall.

Calculated values
Gap between HOMO and LUMO (spin up / spin down), eV: 7.477 / 7.476
LUMO level (spin up / spin down), eV: -4.643 / -4.643
HOMO energy (spin up / spin down), eV: -12.1 / -12.1
Net charge: +1

CARTESIAN COORDINATES (ANGSTROEM)
C -1.183 -0.544 1.966
C -1.303 -0.203 0.819
C 1.250 -0.210 -0.614
C -1.759 1.714 -0.631
C 2.816 -0.594 1.233
C -1.630 0.224 -0.468
N -2.140 -0.597 -1.331
O 2.067 -0.726 -1.507
O 1.627 -0.053 0.559
H -1.010 -0.779 2.972
H -2.458 2.085 -1.359
H -0.785 2.258 -0.660
H -2.146 1.952 0.455
H 3.017 -1.592 0.884
H 2.645 -0.607 2.314
H 3.699 0.068 1.033
H -1.857 -1.551 -1.108
H 1.778 -0.662 -2.494
H -2.628 -0.183 -2.064

=====

DFT (the ωB97M-V functional and the def2-TZVPD basis) results for a 2-piece molecular cluster, C6H10NO2P overall.

Calculated values
Gap between HOMO and LUMO (spin up / spin down), eV: 6.021 / 7.926
LUMO level (spin up / spin down), eV: -0.806 / -0.300
HOMO energy (spin up / spin down), eV: -6.8 / -8.2
Net charge: 0

CARTESIAN COORDINATES (ANGSTROEM)
C -0.808 -0.040 -0.770
C -0.943 0.566 0.639
C 0.684 -0.011 -1.240
C -0.692 -0.372 1.810
C 1.700 0.079 -0.104
C 0.656 -0.980 1.763
N 1.688 -0.397 1.091
O -2.005 -3.284 1.896
O -2.214 -2.806 0.557
P -0.994 -3.880 0.809
H -1.359 -1.072 -0.935
H -1.491 0.731 -1.322
H -0.372 1.448 0.727
H -2.087 0.815 0.699
H 0.816 -0.941 -1.842
H 0.880 0.894 -1.802
H -0.818 0.170 2.741
H -1.288 -1.304 1.868
H 2.655 0.612 -0.448
H 1.009 -1.642 2.545

=====

Largest force on an atom readings, ordered: 0.130 0.088 0.089 Eh/bohr
Molecular weight readings, ordered: 128.2 128.2 159.1 g/mol
Energy above the lowest of the compared OMol25 structures with the same formula, charge and spin readings, ordered: 1.619 3.488 6.688 eV